Entry w
Computed, not measured: C3H12N4O as an isolated structure, with ωB97M-V/def2-TZVPD.

```
! RIJCOSX wB97M-V def2-TZVPD def2/J DEFGRID3
* xyz 0 1
C 0.547 -1.511 -1.563
C 0.152 1.389 -1.431
N 0.865 -0.756 -0.364
C 0.411 0.601 -0.149
O 1.051 1.203 0.784
H 1.798 -0.873 0.005
H 0.975 -2.510 -1.482
H 0.927 -1.048 -2.479
H -0.536 -1.617 -1.665
H -0.097 2.416 -1.169
H 1.050 1.392 -2.050
H -0.674 0.958 -1.999
N -0.945 -0.703 2.002
N -1.273 0.275 0.552
N -0.187 0.000 2.839
H -0.296 -1.270 1.433
H -0.742 0.551 3.486
H 0.569 0.537 2.344
H -1.600 1.180 0.877
H -1.995 -0.213 0.029
*
```

LUMO: 0.879 eV
HOMO-LUMO gap: 0.34726 Eh

=====

Entry x
Computed, not measured: a 2-piece molecular cluster, C3H12N4O overall, with ωB97M-V/def2-TZVPD.

```
! RIJCOSX wB97M-V def2-TZVPD def2/J DEFGRID3
* xyz 0 1
N -1.698 -0.921 -0.749
C -1.241 -0.195 0.401
N -1.740 -0.570 1.687
C -0.765 1.085 0.245
N -0.429 1.851 1.371
O -0.236 1.502 -0.916
H -2.015 -0.293 -1.481
H -2.441 -1.577 -0.534
H -1.001 -0.915 2.286
H -2.472 -1.272 1.615
H -0.128 2.783 1.122
H -1.049 1.717 2.161
H 0.528 0.718 -1.242
C 2.593 -0.379 -0.591
N 1.317 -0.527 -1.288
H 3.109 -1.331 -0.442
H 2.389 0.064 0.385
H 3.236 0.299 -1.152
H 1.424 -0.990 -2.182
H 0.619 -1.047 -0.696
*
```

LUMO: 0.880 eV
HOMO-LUMO gap: 0.25837 Eh
SMILES string: NC(N)=C(N)O.CN

=====

entry x is favored, and the nearest alternative lies 0.0774 hartree above it.